A molecular structure, C14H23Al2BrCl5F6LiNO8S2. Source: the Open Molecules 2025 dataset; level of theory: ωB97M-V/def2-TZVPD.

Geometry as ORCA input:
```
! wB97M-V def2-TZVPD RIJCOSX def2/J DEFGRID3
* xyz 1 1
C 0.483 4.228 -1.395
C 0.191 2.833 -1.950
C 1.303 1.849 -1.516
C 0.727 0.490 -1.045
C 0.711 0.441 0.476
C 0.574 -0.984 1.075
C 1.319 -0.965 2.436
C 0.874 -2.047 3.431
C 1.482 -1.792 4.829
C 2.742 -2.601 5.051
N 3.699 -2.433 3.971
C 3.463 -2.040 6.278
O 2.859 -1.542 7.235
O 4.710 -2.075 6.290
H 1.496 4.508 -1.652
H -0.203 4.938 -1.833
H 0.373 4.219 -0.315
H -0.794 2.476 -1.637
H 0.270 2.917 -3.024
H 1.977 1.709 -2.348
H 1.831 2.246 -0.658
H 1.355 -0.308 -1.426
H -0.319 0.462 -1.440
H -0.024 1.096 0.936
H 1.687 0.782 0.806
H -0.489 -1.237 1.161
H 0.995 -1.653 0.324
H 2.377 -1.062 2.231
H 1.075 -0.021 2.904
H -0.202 -2.015 3.577
H 1.162 -3.058 3.142
H 0.761 -1.940 5.621
H 1.753 -0.742 4.879
H 2.492 -3.665 5.221
H 4.511 -3.011 4.132
H 3.307 -2.751 3.094
Al 0.655 -3.668 1.079
C -3.148 -5.689 4.614
F -4.429 -5.427 4.483
F -2.841 -5.658 5.905
F -2.909 -6.912 4.155
S -2.181 -4.437 3.663
O -2.491 -3.183 4.254
O -2.560 -4.588 2.296
O -0.664 -4.788 3.807
C -2.522 4.965 -6.334
F -2.602 6.291 -6.324
F -3.756 4.487 -6.176
F -2.087 4.587 -7.529
S -1.408 4.363 -5.011
O -1.995 4.831 -3.776
O -0.120 4.944 -5.296
O -1.418 2.917 -5.130
Al -2.226 -0.083 -1.783
Cl 0.010 -5.783 5.301
Br -3.071 0.002 -4.178
C -2.854 5.233 -10.991
Cl -3.783 6.317 -12.026
Cl -1.794 6.152 -9.918
Cl -3.934 4.179 -10.074
H -2.236 4.611 -11.623
Cl 2.401 -5.517 2.753
Li 3.436 -5.398 4.998
*
```

Computed properties:
LUMO level, eV: -9.54
HOMO-LUMO gap, eV: 1.19
Energy, Eh: -7966.28602
E_HOMO, Ha: -0.3945

Atom charges from the Löwdin analysis, given in e for atoms 1 to 4: -0.082, -0.242, -0.168, -0.229


A molecular structure, C14H23AuINOS3. Source: the Open Molecules 2025 dataset; level of theory: ωB97M-V/def2-TZVPD.

Geometry as ORCA input:
```
! wB97M-V def2-TZVPD RIJCOSX def2/J DEFGRID3
* xyz 0 1
Au 0.475 -1.525 -1.175
C -1.494 1.308 3.211
C -0.713 0.020 3.399
S 0.144 -0.648 1.911
C 1.638 0.356 1.683
C 1.463 1.819 1.325
S 0.655 2.145 -0.283
C -1.065 2.570 0.187
C -1.932 1.339 0.400
S -2.841 1.277 1.983
H -0.838 2.135 2.954
H -2.002 1.553 4.146
H -1.388 -0.785 3.690
H 0.036 0.160 4.180
H 2.138 -0.158 0.855
H 2.238 0.270 2.589
H 2.459 2.255 1.219
H 0.926 2.387 2.084
H -1.422 3.166 -0.650
H -1.023 3.215 1.065
H -1.317 0.444 0.367
H -2.712 1.262 -0.357
C 3.992 0.627 -1.703
C 3.079 -0.527 -2.132
C 3.906 -1.676 -2.725
O 2.354 -0.969 -1.027
H 4.595 0.964 -2.542
H 4.644 0.297 -0.898
H 3.384 1.457 -1.349
H 2.410 -0.147 -2.925
H 4.620 -2.030 -1.985
H 4.440 -1.340 -3.610
H 3.250 -2.502 -2.995
I -4.333 -2.514 1.933
C -3.471 -2.021 0.083
C -4.243 -1.522 -0.956
C -3.593 -1.234 -2.146
C -2.227 -1.412 -2.235
N -1.484 -1.865 -1.218
C -2.110 -2.187 -0.084
H -5.305 -1.368 -0.847
H -4.144 -0.861 -2.995
H -1.695 -1.176 -3.143
H -1.494 -2.561 0.718
*
```

Computed properties:
LUMO level, eV: -0.31
HOMO-LUMO gap, eV: 7.67
Energy, Eh: -2305.16740
E_HOMO, Ha: -0.2933

Atom charges from the Löwdin analysis, given in e for atoms 1 to 4: 0.889, -0.534, -0.488, 0.821


A molecular structure, C14H23BN6Pb. Source: the Open Molecules 2025 dataset; level of theory: ωB97M-V/def2-TZVPD.

Geometry as ORCA input:
```
! wB97M-V def2-TZVPD RIJCOSX def2/J DEFGRID3
* xyz 2 1
H -0.281 3.077 1.208
N -0.079 1.715 -0.417
B 0.582 0.556 -2.579
N 0.506 1.815 -1.651
C 0.955 3.078 -1.843
Pb -1.425 -0.731 0.475
H 1.416 3.362 -2.777
C 0.672 3.815 -0.691
H 0.885 4.850 -0.511
C 0.053 2.910 0.193
H 1.015 0.901 -3.641
C -1.169 -2.892 0.636
H -1.600 -3.122 1.623
H -0.117 -3.205 0.585
H -1.764 -3.379 -0.144
N -0.825 -0.103 -2.699
N 1.544 -0.504 -1.970
N -1.535 -0.688 -1.631
N 1.232 -1.091 -0.763
C -1.561 -0.194 -3.818
C 2.693 -1.015 -2.459
H -1.164 0.209 -4.738
H 3.104 -0.648 -3.389
C -2.754 -0.857 -3.534
C 3.120 -2.015 -1.587
C -2.694 -1.184 -2.178
C 2.165 -2.035 -0.550
H -3.562 -1.081 -4.212
H 3.993 -2.627 -1.684
H -3.446 -1.688 -1.591
H 2.126 -2.687 0.316
H -1.745 1.123 0.606
C -1.456 0.450 3.787
C -0.045 0.636 3.179
C 0.995 0.524 4.309
C 0.266 -0.327 2.044
H -1.620 -0.586 4.137
H -2.247 0.689 3.056
H -1.604 1.119 4.655
H 0.017 1.643 2.724
H 0.990 -0.494 4.727
H 2.001 0.730 3.924
H 0.792 1.216 5.144
H 1.025 0.069 1.359
H 0.547 -1.335 2.374
*
```

Computed properties:
LUMO level (spin up / spin down), eV: -9.27 / -10.90
HOMO-LUMO gap (spin up / spin down), eV: 5.72 / 3.99
Energy, Eh: -1092.72650
E_HOMO (spin up / spin down), Ha: -0.5509 / -0.5469

Atom charges from the Löwdin analysis, given in e for atoms 1 to 4: 0.103, -0.056, -0.461, -0.041


3 unconnected molecules or ions with the total composition C14H23Cl2N2O8P2. Source: the Open Molecules 2025 dataset; level of theory: ωB97M-V/def2-TZVPD.

Geometry as ORCA input:
```
! wB97M-V def2-TZVPD RIJCOSX def2/J DEFGRID3
* xyz 1 1
N 3.892 0.301 1.034
P 2.415 0.464 0.186
O 1.404 -0.229 1.193
C 2.202 2.328 0.293
C 1.326 3.074 1.107
P 0.264 2.113 2.298
O 0.343 3.215 3.509
Cl -1.562 2.436 1.413
C 1.286 4.469 1.013
C 0.381 5.352 1.857
O -0.769 5.501 1.592
O 0.999 6.028 2.844
C 2.128 5.133 0.111
C 2.956 4.390 -0.675
N 2.971 3.046 -0.569
Cl 4.079 2.251 -1.600
H 4.512 -0.265 0.462
H 4.368 1.189 1.156
H 0.668 -0.695 0.748
H -0.367 3.053 4.145
H 1.849 5.619 3.053
H 2.149 6.210 0.017
H 3.624 4.830 -1.401
O -1.212 -0.647 0.857
C -2.172 -1.271 1.241
O -1.960 -2.439 1.854
C -2.999 -3.191 2.502
C -3.756 -4.071 1.532
C -3.579 -0.798 0.983
H -3.659 -2.526 3.060
H -2.477 -3.804 3.233
H -4.275 -3.485 0.773
H -4.493 -4.671 2.064
H -3.067 -4.740 1.016
H -3.865 -1.100 -0.024
H -3.588 0.288 1.038
H -4.313 -1.174 1.690
O 1.546 -2.563 -0.775
C 1.091 -2.724 -1.879
O 1.162 -1.706 -2.754
C 0.804 -1.841 -4.137
C -0.683 -1.668 -4.361
C 0.391 -4.003 -2.265
H 1.176 -2.784 -4.538
H 1.351 -1.047 -4.642
H -1.260 -2.439 -3.851
H -0.913 -1.715 -5.425
H -1.012 -0.703 -3.975
H -0.639 -3.949 -1.914
H 0.890 -4.825 -1.760
H 0.395 -4.213 -3.331
*
```

Computed properties:
LUMO level, eV: -4.36
HOMO-LUMO gap, eV: 6.93
Energy, Eh: -2861.60612
E_HOMO, Ha: -0.4149

Atom charges from the Löwdin analysis, given in e for atoms 1 to 4: -0.135, 0.800, -0.335, -0.330